[1]
{
  "formula": "C6H12N2",
  "method": "wB97M-V/def2-TZVPD",
  "species": ["C", "C", "C", "C", "N", "N", "H", "H", "H", "H", "H", "H", "C", "C", "H", "H", "H", "H", "H", "H"],
  "positions_angstrom": [[-1.451278, -0.330312, -1.897253], [-0.047999, 1.685886, -1.116211], [-0.205038, 0.400442, -1.516712], [1.900330, 0.720324, -1.283648], [1.305885, 1.872527, -0.941327], [1.032441, -0.193616, -1.640800], [-0.800307, 2.411388, -0.867524], [1.746824, 2.713480, -0.616947], [-2.289159, -0.220240, -1.203857], [-1.225382, -1.394882, -1.933903], [2.954841, 0.537327, -1.422259], [-1.787050, -0.015000, -2.873608], [-0.570463, -0.652781, 2.658427], [0.296850, -1.435831, 1.652435], [-1.087754, -1.254392, 3.407056], [0.036332, 0.031520, 3.260441], [-1.237085, -0.051851, 2.052158], [-0.423799, -2.033334, 1.100966], [1.033905, -2.074715, 2.137352], [0.817906, -0.715939, 1.045215]],
  "atomic_forces_ev_per_a": [[0.056, -0.349, 0.354], [-0.325, 0.120, 0.522], [0.036, -0.324, -0.218], [0.332, -1.070, -0.719], [-0.247, 0.591, 0.057], [-0.227, 0.072, -0.005], [0.147, 0.252, 0.013], [0.070, -0.001, -0.046], [0.193, 0.256, 0.058], [0.030, -0.007, -0.122], [0.107, 0.427, 0.467], [-0.160, 0.024, -0.370], [1.015, 0.231, 0.225], [-0.778, 0.073, 1.256], [-0.265, -0.195, -0.415], [0.038, 0.097, -0.176], [-0.520, 0.136, 0.276], [0.466, -0.210, -0.556], [-0.067, -0.105, -0.014], [0.099, -0.018, -0.586]],
  "e_lumo_ev": 0.9,
  "homo_ev": -8.70,
  "max_force_ev_per_a": 1.479,
  "homo_lumo_gap_ev": 9.6,
  "smiles": "Cc1c[nH]cn1.CC",
  "spin_multiplicity": 1,
  "relative_energy_kj_mol": 16.3
}



[2]
{
  "formula": "C27H64Br2NO12S2",
  "method": "wB97M-V/def2-TZVPD",
  "species": ["C", "C", "Br", "C", "Br", "S", "O", "O", "N", "S", "O", "O", "C", "O", "C", "O", "C", "C", "O", "H", "H", "H", "H", "H", "H", "H", "H", "H", "H", "H", "H", "H", "H", "C", "C", "O", "C", "C", "H", "H", "H", "H", "H", "H", "H", "H", "H", "H", "C", "C", "O", "C", "C", "H", "H", "H", "H", "H", "H", "H", "H", "H", "H", "C", "C", "O", "C", "C", "H", "H", "H", "H", "H", "H", "H", "H", "H", "H", "C", "C", "O", "C", "C", "H", "H", "H", "H", "H", "H", "H", "H", "H", "H", "C", "C", "O", "C", "C", "H", "H", "H", "H", "H", "H", "H", "H", "H", "H"],
  "positions_angstrom": [[-0.728742, 8.527619, -1.841946], [0.206113, 7.540041, -2.762290], [1.717439, 8.717542, -3.460511], [0.916757, 6.304784, -1.951717], [2.219784, 6.986709, -0.571660], [-0.263983, 5.051208, -1.215231], [-0.864169, 4.047704, -2.274027], [-1.529574, 5.699141, -0.530229], [0.597956, 4.234239, 0.081359], [1.858440, 3.192002, -0.530518], [1.473152, 1.732411, -0.068594], [2.068988, 3.245058, -2.063443], [3.573006, 3.553574, 0.231507], [4.626507, 3.393394, -0.794791], [5.398820, 4.630517, -0.988715], [5.812457, 4.659482, -2.429462], [5.038629, 5.679925, -3.164008], [4.849903, 5.262684, -4.771868], [4.244328, 6.455763, -5.449827], [-0.815777, 9.634169, -2.246504], [-0.339459, 8.512537, -0.734406], [-1.809139, 8.020299, -1.811039], [-0.371502, 7.186157, -3.735759], [1.570310, 5.713455, -2.756643], [3.593573, 4.585918, 0.782457], [3.742294, 2.698679, 1.043288], [4.819994, 5.620241, -0.744440], [6.400725, 4.670224, -0.355293], [5.623127, 6.708440, -3.071024], [3.943986, 5.808835, -2.744540], [4.032691, 4.410331, -4.770895], [5.858344, 4.921832, -5.272130], [4.687740, 7.299473, -5.107440], [-2.241065, -3.221318, -0.069767], [-2.762013, -1.884859, 0.434128], [-1.730229, -0.994752, 0.852939], [-0.773666, -0.622135, -0.136490], [-1.386701, 0.082175, -1.334902], [-1.642644, -3.715930, 0.705086], [-3.074217, -3.876906, -0.344002], [-1.604572, -3.105676, -0.949096], [-3.396356, -2.062943, 1.308028], [-3.397316, -1.401958, -0.313976], [-0.191813, -1.496406, -0.446404], [-0.067843, 0.060687, 0.351055], [-2.096469, -0.556104, -1.866117], [-0.606295, 0.378664, -2.042427], [-1.928952, 0.978870, -1.015453], [-1.080295, 0.745051, 3.397118], [-0.148605, 0.297402, 4.512012], [-0.019777, 1.252849, 5.562154], [-1.216945, 1.599810, 6.254421], [-1.889002, 0.416636, 6.930065], [-0.736586, 1.694558, 2.968813], [-1.114700, -0.008108, 2.602945], [-2.100106, 0.898929, 3.754920], [0.852888, 0.152882, 4.094963], [-0.455759, -0.670954, 4.917484], [-1.907799, 2.114120, 5.578288], [-0.935097, 2.330797, 7.021461], [-2.199074, -0.344216, 6.210120], [-2.778557, 0.745054, 7.476289], [-1.201389, -0.062043, 7.635898], [0.730494, -6.708186, -2.523746], [0.587493, -6.469915, -4.018470], [-0.756394, -6.570443, -4.483370], [-1.694148, -5.659398, -3.914651], [-1.342351, -4.201177, -4.155247], [0.337798, -7.696225, -2.254087], [1.783381, -6.654355, -2.227647], [0.181410, -5.968205, -1.938383], [1.161731, -7.233959, -4.551663], [1.016167, -5.505767, -4.306779], [-1.819351, -5.865136, -2.846501], [-2.661800, -5.871116, -4.384711], [-0.386495, -3.930175, -3.701088], [-2.112537, -3.548981, -3.732186], [-1.263174, -3.998915, -5.229010], [1.631413, -7.379499, -8.049693], [1.110465, -6.043040, -7.545798], [2.142249, -5.152934, -7.126988], [3.098812, -4.780317, -8.116417], [2.485777, -4.076006, -9.314828], [2.229834, -7.874111, -7.274840], [0.798261, -8.035088, -8.323928], [2.267906, -7.263858, -8.929023], [0.476121, -6.221126, -6.671898], [0.475161, -5.560140, -8.293904], [3.680665, -5.654588, -8.426330], [3.804635, -4.097495, -7.628871], [1.776009, -4.714286, -9.846044], [3.266183, -3.779517, -10.022353], [1.943526, -3.179312, -8.995379], [-6.063433, -0.369031, 11.128936], [-5.129251, -0.446226, 12.325918], [-4.018488, -1.316683, 12.123971], [-3.144352, -0.989964, 11.046025], [-2.502649, 0.380331, 11.182267], [-6.440233, -1.366649, 10.872172], [-6.914696, 0.283184, 11.350542], [-5.561194, 0.027428, 10.244463], [-5.686632, -0.842201, 13.180515], [-4.781607, 0.548475, 12.619484], [-3.671005, -1.087004, 10.090949], [-2.354611, -1.750501, 11.041069], [-3.245068, 1.181681, 11.185988], [-1.814938, 0.562974, 10.350868], [-1.942848, 0.448898, 12.121450]],
  "atomic_forces_ev_per_a": [[-0.819, -0.986, 0.290], [-0.855, 0.560, 0.534], [-0.787, -0.733, 0.053], [0.744, 0.483, -2.628], [-1.138, -0.428, -0.789], [-6.004, -3.904, 1.430], [3.205, 3.804, 2.658], [5.118, -0.893, -1.851], [1.172, 0.234, -3.001], [-2.793, -4.090, -2.917], [1.786, 5.005, -0.807], [-0.277, 0.725, 4.410], [1.269, -0.583, 1.430], [-0.639, 2.651, 1.658], [0.868, 0.534, -1.004], [-1.863, 1.301, 1.673], [-0.247, 0.112, -0.951], [-0.403, 0.449, 1.533], [1.654, -0.243, 1.338], [0.387, -2.487, 0.686], [-0.652, 0.162, -2.260], [2.377, 1.166, -0.024], [1.400, 0.482, 2.284], [-1.461, 1.029, 2.023], [-0.182, -1.828, -1.314], [-0.615, 1.795, -1.871], [0.671, -2.098, -0.419], [-2.023, -0.603, -1.280], [-1.226, -1.884, -0.317], [2.254, -0.295, -0.694], [1.825, 1.761, -0.299], [-2.006, 0.710, 1.001], [-0.783, -1.990, -0.565], [0.136, -0.133, -0.014], [0.289, 0.165, 0.074], [-0.435, -0.453, 0.035], [0.196, 0.301, -0.171], [-0.104, 0.058, 0.005], [-0.131, 0.076, -0.100], [0.060, 0.062, 0.062], [-0.072, 0.018, -0.023], [0.169, 0.167, 0.039], [0.027, -0.029, -0.110], [-0.036, -0.076, -0.062], [-0.269, -0.146, -0.003], [0.038, -0.081, -0.070], [-0.077, 0.046, 0.197], [0.200, -0.065, -0.058], [0.136, 0.076, -0.022], [-0.205, 0.187, -0.293], [0.034, 0.121, 0.408], [0.231, -0.064, -0.189], [-0.012, -0.190, 0.038], [-0.010, -0.193, 0.038], [-0.012, 0.218, 0.222], [-0.048, -0.096, -0.007], [-0.041, 0.172, 0.231], [-0.088, -0.067, 0.043], [-0.059, -0.092, -0.007], [0.170, -0.112, -0.207], [-0.054, 0.095, 0.025], [0.071, -0.001, -0.033], [-0.063, 0.080, -0.057], [-0.102, -0.087, 0.117], [-0.038, 0.056, 0.171], [-0.064, -0.162, -0.111], [0.049, 0.088, -0.060], [0.108, 0.073, -0.064], [0.101, 0.139, -0.064], [-0.140, -0.015, -0.073], [0.097, 0.037, -0.012], [-0.243, 0.047, -0.087], [0.019, 0.035, 0.049], [0.052, 0.065, 0.036], [0.269, -0.166, -0.024], [-0.107, 0.028, 0.047], [0.080, -0.081, -0.047], [-0.040, -0.031, 0.140], [0.138, -0.074, -0.010], [0.066, -0.059, 0.096], [0.067, 0.030, 0.051], [-0.119, 0.045, 0.090], [-0.153, 0.072, -0.062], [-0.144, 0.073, -0.099], [0.091, 0.098, 0.082], [-0.068, -0.025, -0.041], [0.176, 0.205, -0.054], [0.015, -0.019, -0.111], [-0.031, -0.028, -0.088], [-0.245, -0.173, 0.117], [0.104, -0.005, -0.028], [-0.068, -0.023, 0.097], [0.123, -0.112, -0.026], [-0.036, -0.087, -0.139], [0.049, -0.114, -0.145], [-0.042, -0.071, 0.111], [0.009, 0.052, 0.054], [0.026, 0.124, 0.092], [0.044, 0.180, 0.088], [0.108, -0.101, -0.003], [-0.043, 0.069, 0.050], [0.254, -0.115, -0.064], [0.001, 0.077, -0.072], [0.002, 0.088, -0.017], [-0.276, 0.023, 0.167], [0.045, -0.029, -0.104], [-0.084, -0.043, 0.092], [-0.048, -0.046, -0.138]],
  "e_lumo_ev": 2.1,
  "homo_ev": -6.23,
  "max_force_ev_per_a": 7.303,
  "homo_lumo_gap_ev": 8.3,
  "total_charge": -1,
  "spin_multiplicity": 1
}



What molar mass values result from the calculations? In sequence: 112.18 818.75 g mol⁻¹.